15
Properties=species:S:1:pos:R:3:lowdin_charge:R:1 method="wB97M-V/def2-TZVPD" lumo_ev="-0.326 / -0.089" homo_energy_ev="-8.24 / -8.78" de_lowest_kcal_mol=158.1 multiplicity=1
C -0.62 0.16 -0.19 -0.63
C -1.95 -0.44 0.29 -0.06
C -0.39 0.02 -1.70 -0.06
N 2.71 0.39 1.49 0.04
O -0.26 1.23 0.42 -0.01
O 1.55 -0.02 1.06 -0.15
H 0.48 -0.49 0.30 0.18
H 2.83 0.53 2.49 0.12
H 3.51 0.33 0.86 0.12
H -2.06 -0.31 1.36 0.07
H -2.04 -1.49 0.03 0.07
H -2.77 0.11 -0.18 0.08
H -1.01 0.75 -2.22 0.08
H -0.63 -0.98 -2.07 0.07
H 0.66 0.21 -1.93 0.07